{"formula": "C3H7BrF2N", "method": "the ωB97M-V functional and the def2-TZVPD basis", "elements": ["Br", "F", "F", "N", "C", "C", "C", "H", "H", "H", "H", "H", "H", "H"], "coordinates": [[-1.560, -0.082, 1.887], [-2.725, -1.588, 0.062], [-2.622, 0.541, -0.665], [0.867, 1.243, 0.423], [0.467, -0.787, -0.959], [1.255, -0.239, 0.141], [-2.132, -0.386, 0.104], [0.950, 1.344, 1.481], [1.206, -0.865, 1.007], [-0.122, 1.108, 0.123], [0.315, -0.060, -1.825], [0.309, -1.823, -1.350], [2.297, -0.320, -0.262], [1.494, 1.915, -0.166]], "forces_ev_per_angstrom": [[-0.7, 0.5, 0.3], [-0.1, 1.6, -0.6], [-0.7, -0.1, 0.6], [1.4, -1.5, -0.1], [-2.4, 1.0, -2.7], [1.9, -0.8, -1.3], [1.8, -2.3, -0.3], [-0.3, 0.6, -1.9], [-0.1, 0.2, 0.9], [0.4, 1.5, 0.3], [0.2, -0.9, 1.1], [0.6, 0.8, 1.3], [-0.3, 0.6, 0.8], [-1.8, -1.3, 1.5]], "lumo_ha": [-0.152, -0.161], "e_tot_ha": -2946.58622, "e_above_lowest_kcal_mol": 81.0, "total_charge": 1}